[1]
C10H26NO3PSi2 as an isolated structure. Source: OMol25; level of theory: ωB97M-V with the def2-TZVPD basis set.

## Properties
Calculated total energy = -43472.1202 eV
Frontier orbital gap = 8.8 eV
Max |F| = 0.87 eV/A

Cartesian coordinates (Å):
C1 0.376 -2.423 -1.330
C2 0.126 -1.164 -0.479
P1 -0.713 -1.421 1.163
C3 -0.957 -3.228 1.455
C4 0.326 -3.892 1.964
Si1 -2.795 -0.701 0.847
O1 -2.990 -0.114 -0.699
O2 -3.183 0.454 1.957
Si2 -2.164 1.758 2.211
C5 -1.687 2.616 0.612
C6 -0.160 2.636 0.407
C7 0.235 3.295 -0.923
C8 0.975 2.351 -1.858
N1 2.187 1.826 -1.235
C9 2.579 0.543 -1.649
C10 3.628 -0.115 -0.773
O3 2.103 -0.027 -2.612
H1 -0.425 -3.147 -1.216
H2 0.409 -2.137 -2.379
H3 1.331 -2.870 -1.069
H4 -0.462 -0.462 -1.067
H5 1.075 -0.678 -0.262
H6 -1.716 -3.289 2.236
H7 -1.344 -3.763 0.591
H8 0.833 -3.246 2.676
H9 0.100 -4.844 2.439
H10 0.992 -4.094 1.128
H11 -3.768 -1.807 1.015
H12 -3.609 -0.651 -1.193
H13 -0.927 1.376 2.921
H14 -2.900 2.700 3.084
H15 -2.152 2.166 -0.265
H16 -2.041 3.647 0.664
H17 0.253 1.632 0.489
H18 0.262 3.215 1.229
H19 0.811 4.202 -0.741
H20 -0.674 3.605 -1.440
H21 0.321 1.517 -2.097
H22 1.183 2.872 -2.795
H23 2.953 2.483 -1.288
H24 3.636 0.355 0.205
H25 3.375 -1.165 -0.674
H26 4.600 -0.006 -1.247

Atom charges from the Löwdin analysis, given in e for atoms 1 to 2: number 1, C, carries -0.136; number 2, C, carries -0.457

***

[2]
A 7-piece molecular cluster, C10H26O11 overall. Source: OMol25; level of theory: ωB97M-V with the def2-TZVPD basis set.

## Properties
Calculated total energy = -33313.9802 eV
Frontier orbital gap = 9.8 eV
Max |F| = 1.09 eV/A
SMILES = C[C@H]1COC(=O)O1.C[C@H]1COC(=O)O1.CO.CO.O.O.O
Energy above the lowest of the compared OMol25 structures with the same formula, charge and spin = 0.0000 eV

Cartesian coordinates (Å):
O1 -35.144 -28.641 16.913
H1 -35.374 -27.709 16.862
H2 -35.261 -28.971 16.016
O2 -33.257 -27.007 9.485
H3 -33.720 -27.480 10.188
H4 -32.547 -27.621 9.244
O3 -34.334 -26.051 19.042
H5 -34.030 -25.140 19.105
H6 -35.237 -25.981 18.718
C1 -32.599 -26.119 15.837
C2 -32.938 -26.588 14.426
C3 -33.151 -25.509 13.367
O4 -32.156 -25.812 12.367
C4 -31.445 -26.877 12.732
O5 -30.527 -27.338 12.127
O6 -31.894 -27.399 13.894
H7 -33.237 -25.296 16.172
H8 -31.574 -25.755 15.905
H9 -32.797 -26.943 16.521
H10 -33.834 -27.205 14.528
H11 -32.985 -24.486 13.703
H12 -34.107 -25.564 12.850
C5 -37.669 -28.919 14.574
C6 -36.671 -29.806 13.859
C7 -37.061 -30.154 12.403
O7 -36.004 -29.622 11.610
C8 -35.098 -29.004 12.379
O8 -34.159 -28.394 11.980
O9 -35.432 -29.089 13.692
H13 -37.413 -28.872 15.631
H14 -38.665 -29.369 14.530
H15 -37.734 -27.942 14.099
H16 -36.522 -30.730 14.417
H17 -38.002 -29.689 12.116
H18 -37.106 -31.230 12.255
C9 -29.999 -28.338 8.821
O10 -31.024 -28.887 9.663
H19 -29.933 -27.253 8.943
H20 -29.029 -28.772 9.073
H21 -30.265 -28.551 7.790
H22 -30.968 -28.429 10.509
C10 -26.967 -27.288 11.940
O11 -25.684 -27.737 11.471
H23 -26.869 -26.836 12.922
H24 -27.351 -26.522 11.258
H25 -27.696 -28.098 11.986
H26 -25.800 -27.960 10.544

Atom charges from the Löwdin analysis, given in e for atoms 1 to 2: number 1, O, carries -0.039; number 2, H, carries 0.026

***

[3]
C10H27Cl2IrO2P2 as an isolated structure. Source: OMol25; level of theory: ωB97M-V with the def2-TZVPD basis set.

## Properties
2S+1 = 5
Expectation value of S² = 6.013
Total charge = +2
Calculated total energy = -61346.7122 eV
Frontier orbital gap (spin up / spin down) = 6.9 / 6.5 eV
Max |F| = 3.42 eV/A
Energy above the lowest of the compared OMol25 structures with the same formula, charge and spin = 0.0000 eV

Cartesian coordinates (Å):
C1 0.367 -2.995 -2.911
C2 0.100 -2.041 -1.772
H1 -0.097 -4.037 -2.776
H2 1.479 -3.099 -2.994
H3 0.028 -2.537 -3.875
O1 -0.556 -2.199 -0.739
Cl1 1.753 0.619 -2.414
Ir1 0.488 0.083 -0.686
P1 2.130 -0.655 0.848
C3 1.658 -1.451 2.435
C4 3.109 -1.951 0.016
H4 3.621 -2.550 0.781
H5 4.109 0.009 2.069
H6 3.859 -1.481 -0.638
H7 3.976 0.841 0.465
H8 0.833 -2.156 2.272
H9 2.485 -2.646 -0.554
C5 3.438 0.513 1.359
H10 2.539 -1.978 2.839
H11 2.962 1.374 1.841
H12 1.330 -0.679 3.143
P2 -1.483 1.150 -1.446
C6 -3.059 0.934 -0.532
C7 -1.406 2.958 -1.719
H13 -1.101 0.838 -3.812
H14 -2.847 0.914 -3.412
H15 -1.910 -0.574 -3.113
C8 -1.868 0.522 -3.105
H16 -0.579 3.181 -2.397
H17 -2.364 3.316 -2.124
H18 -3.894 1.237 -1.181
H19 -3.051 1.559 0.370
H20 -1.214 3.452 -0.761
H21 -3.170 -0.119 -0.246
Cl2 0.985 2.169 0.188
C9 -2.032 1.003 3.381
C10 -0.902 1.111 2.394
O2 -0.857 0.047 1.381
H22 -2.952 1.016 2.794
H23 -2.039 1.874 4.061
H24 -1.923 0.069 3.958
H25 -0.973 2.068 1.859
H26 0.043 1.126 2.959
H27 -1.017 -0.835 1.794

Atom charges from the Löwdin analysis, given in e for atoms 1 to 2: number 1, C, carries -0.017; number 2, C, carries -0.326

***

[4]
C10H27Cl2N2OPRu as an isolated structure. Source: OMol25; level of theory: ωB97M-V with the def2-TZVPD basis set.

## Properties
2S+1 = 6
Expectation value of S² = 8.766
Total charge = -1
Calculated total energy = -52746.7851 eV
Frontier orbital gap (spin up / spin down) = 3.2 / 5.6 eV
Max |F| = 4.70 eV/A
Energy above the lowest of the compared OMol25 structures with the same formula, charge and spin = 2.1983 eV

Cartesian coordinates (Å):
Ru1 0.007 -2.630 0.088
Cl1 -0.344 -0.483 0.641
Cl2 -1.127 -2.953 1.983
H1 1.525 -2.711 0.257
H2 -0.599 -2.747 -1.321
P1 0.072 1.288 -0.315
C1 -1.100 1.659 -1.651
C2 -0.265 2.374 1.139
C3 1.755 1.467 -0.938
C4 -2.373 0.804 -1.582
H3 -0.533 1.356 -2.547
C5 -1.453 3.151 -1.817
H4 -2.105 3.519 -1.010
H5 -2.011 3.265 -2.758
H6 -0.575 3.806 -1.887
H7 -2.144 -0.265 -1.638
H8 -3.013 1.054 -2.438
H9 -2.953 1.000 -0.673
H10 1.681 0.991 -1.929
C6 2.778 0.684 -0.112
C7 2.196 2.929 -1.179
H11 1.818 3.315 -2.136
H12 3.293 2.967 -1.234
H13 1.888 3.624 -0.385
H14 2.564 -0.389 -0.116
H15 2.827 1.030 0.924
H16 3.770 0.832 -0.554
C8 -1.658 2.109 1.733
H17 -0.234 3.400 0.735
C9 0.815 2.222 2.215
H18 -2.473 2.323 1.032
H19 -1.795 2.754 2.609
H20 -1.763 1.076 2.087
H21 0.934 1.179 2.536
H22 0.511 2.798 3.099
H23 1.791 2.610 1.900
N1 -1.278 -5.890 1.101
C10 -0.111 -5.729 0.434
N2 0.670 -6.839 0.301
O1 0.269 -4.664 -0.124
H24 -1.469 -6.780 1.544
H25 -1.782 -5.060 1.403
H26 1.542 -6.747 -0.196
H27 0.450 -7.698 0.782

Atom charges from the Löwdin analysis, given in e for atoms 1 to 2: number 1, Ru, carries 0.150; number 2, Cl, carries 0.227

***

[5]
C10H27LaN5 as an isolated structure. Source: OMol25; level of theory: ωB97M-V with the def2-TZVPD basis set.

## Properties
Total charge = +3
Calculated total energy = -19094.1036 eV
Frontier orbital gap = 10.6 eV
Max |F| = 1.93 eV/A
Energy above the lowest of the compared OMol25 structures with the same formula, charge and spin = 0.0000 eV

Cartesian coordinates (Å):
La1 -1.068 -0.202 -0.357
C1 0.552 0.155 2.543
C2 -0.411 1.355 2.522
N1 -0.886 1.726 1.148
C3 0.056 2.658 0.446
C4 -0.372 2.887 -1.003
N2 -0.259 1.651 -1.847
C5 1.126 1.427 -2.392
C6 1.941 0.317 -1.710
C7 1.609 -1.128 -2.122
N3 0.578 -1.785 -1.251
C8 1.178 -2.424 -0.034
C9 0.091 -2.940 0.909
N4 -0.724 -1.837 1.519
C10 -0.085 -1.231 2.739
H1 1.213 0.298 3.398
H2 1.215 0.173 1.664
H3 0.075 2.220 2.974
H4 -1.286 1.134 3.134
H5 -1.738 2.270 1.291
H6 1.068 2.246 0.488
H7 0.085 3.621 0.958
H8 0.236 3.689 -1.425
H9 -1.411 3.226 -1.029
H10 -0.838 1.839 -2.664
H11 1.684 2.362 -2.323
H12 1.047 1.194 -3.454
H13 1.929 0.421 -0.615
H14 2.978 0.494 -1.999
H15 2.518 -1.730 -2.109
H16 1.242 -1.142 -3.149
H17 0.209 -2.560 -1.802
H18 1.818 -1.700 0.475
H19 1.815 -3.262 -0.324
H20 0.562 -3.539 1.690
H21 -0.585 -3.603 0.363
H22 -1.567 -2.294 1.860
H23 0.679 -1.915 3.112
H24 -0.839 -1.155 3.523
N5 -3.557 -0.672 -1.187
H25 -3.643 -1.403 -1.896
H26 -4.028 0.129 -1.612
H27 -4.206 -0.969 -0.456

Atom charges from the Löwdin analysis, given in e for atoms 1 to 2: number 1, La, carries 2.208; number 2, C, carries -0.165

***

[6]
A 3-piece molecular cluster, C10H27NO4 overall. Source: OMol25; level of theory: ωB97M-V with the def2-TZVPD basis set.

## Properties
2S+1 = 2
Expectation value of S² = 0.756
Total charge = +1
Calculated total energy = -20476.2027 eV
Frontier orbital gap (spin up / spin down) = 9.6 / 3.9 eV
Max |F| = 3.17 eV/A

Cartesian coordinates (Å):
C1 -15.506 -5.325 -5.624
C2 -14.700 -4.209 -4.870
O1 -15.723 -3.244 -4.363
H1 -15.881 -4.890 -6.551
H2 -16.265 -5.651 -4.914
H3 -14.918 -6.207 -5.879
H4 -14.041 -3.665 -5.547
H5 -14.083 -4.577 -4.051
H6 -15.263 -2.653 -3.762
C3 -14.051 -6.122 -9.411
C4 -12.541 -6.308 -9.022
O2 -12.069 -5.081 -9.526
H7 -14.153 -6.036 -10.493
H8 -14.400 -5.172 -9.008
H9 -14.681 -6.896 -8.973
H10 -12.138 -7.114 -9.634
H11 -12.284 -6.453 -7.972
H12 -12.371 -5.046 -10.436
C5 -14.561 -5.041 -16.081
O3 -13.915 -5.109 -14.821
C6 -13.500 -3.903 -14.243
C7 -13.271 -4.002 -12.727
N1 -12.085 -4.788 -12.412
C8 -10.818 -4.409 -13.019
C9 -9.706 -5.399 -12.540
O4 -10.043 -6.817 -12.781
C10 -9.018 -7.789 -12.551
H13 -15.144 -5.961 -16.102
H14 -13.840 -5.228 -16.876
H15 -15.069 -4.116 -16.353
H16 -14.376 -3.282 -14.432
H17 -12.631 -3.480 -14.746
H18 -14.029 -4.525 -12.144
H19 -13.186 -3.050 -12.202
H20 -12.171 -5.775 -12.609
H21 -10.566 -3.377 -12.775
H22 -10.901 -4.509 -14.101
H23 -9.551 -5.358 -11.462
H24 -8.714 -5.180 -12.937
H25 -8.649 -7.636 -11.536
H26 -8.182 -7.907 -13.240
H27 -9.588 -8.712 -12.654

Atom charges from the Löwdin analysis, given in e for atoms 1 to 2: number 1, C, carries -0.081; number 2, C, carries -0.258

***

[7]
C10H28As3F18N3O3 as an isolated structure. Source: OMol25; level of theory: ωB97M-V with the def2-TZVPD basis set.

## Properties
Calculated total energy = -252873.7905 eV
Frontier orbital gap = 9.6 eV
Max |F| = 5.75 eV/A

Cartesian coordinates (Å):
C1 5.667 1.130 4.202
C2 4.411 0.332 4.605
C3 3.325 0.407 3.501
O1 3.945 -0.025 2.290
C4 3.015 -0.185 1.227
N1 4.766 -1.079 4.938
H1 3.945 -1.637 5.128
H2 5.262 -1.636 4.258
H3 5.298 -1.072 5.797
H4 5.977 0.612 3.295
H5 6.460 1.017 4.941
H6 5.749 2.163 3.862
H7 4.032 0.575 5.597
H8 2.980 1.433 3.378
H9 2.472 -0.241 3.699
H10 3.711 -0.545 0.470
H11 2.464 0.699 0.908
H12 2.307 -0.966 1.505
C5 -4.803 -1.050 -2.388
C6 -4.249 -0.542 -1.067
O2 -3.452 0.417 -1.033
N2 -4.847 -1.192 0.158
H13 -5.748 -0.771 0.332
H14 -4.993 -2.134 -0.177
C7 -3.831 -1.039 1.365
H15 -3.969 -1.135 -3.084
H16 -5.563 -0.358 -2.752
H17 -5.225 -2.041 -2.225
H18 -2.819 -1.395 1.173
H19 -4.162 -1.640 2.212
H20 -3.834 0.009 1.664
C8 1.604 0.077 -2.958
C9 1.253 1.105 -1.893
O3 2.052 1.819 -1.306
N3 -0.218 1.160 -1.423
H21 -0.780 0.578 -2.028
H22 -0.465 0.750 -0.534
C10 -0.858 2.520 -1.676
H23 1.708 0.482 -3.964
H24 0.797 -0.655 -2.997
H25 2.515 -0.502 -2.810
H26 -0.485 2.817 -2.656
H27 -0.517 3.183 -0.880
H28 -1.945 2.465 -1.624
As1 -0.948 1.849 2.783
F1 -2.558 1.279 3.132
F2 -1.659 3.068 1.674
F3 0.732 2.430 2.528
F4 -0.187 0.548 3.786
F5 -0.598 0.868 1.265
F6 -1.081 2.887 4.262
As2 -0.904 -3.250 -1.471
F7 -0.476 -3.774 0.176
F8 0.896 -3.129 -1.866
F9 -1.376 -2.696 -3.124
F10 -2.663 -3.396 -1.098
F11 -0.809 -1.610 -0.869
F12 -0.761 -4.943 -2.075
As3 -1.516 0.848 -5.726
F13 -1.266 2.464 -5.010
F14 -1.634 1.503 -7.385
F15 -1.834 -0.807 -6.338
F16 -1.245 0.197 -4.135
F17 -3.293 1.071 -5.408
F18 0.230 0.685 -6.132

Atom charges from the Löwdin analysis, given in e for atoms 1 to 2: number 1, C, carries -0.019; number 2, C, carries -0.281

***

[8]
A 3-piece molecular cluster, C10H28N7O3 overall. Source: OMol25; level of theory: ωB97M-V with the def2-TZVPD basis set.

## Properties
Total charge = +1
Calculated total energy = -27389.9894 eV
Frontier orbital gap = 7.7 eV
Max |F| = 1.60 eV/A
Energy above the lowest of the compared OMol25 structures with the same formula, charge and spin = 0.0000 eV

Cartesian coordinates (Å):
N1 3.132 -2.001 -2.771
C1 3.669 -0.742 -2.271
C2 2.629 0.103 -1.473
O1 1.320 -0.387 -1.643
C3 2.929 0.140 0.040
N2 3.191 1.508 0.597
C4 4.455 1.982 0.397
N3 4.940 2.276 -0.869
N4 5.238 2.250 1.412
N5 6.480 2.901 1.358
H1 3.341 -2.094 -3.754
H2 3.594 -2.780 -2.330
H3 4.026 -0.136 -3.100
H4 4.535 -0.931 -1.636
H5 2.688 1.125 -1.838
H6 0.812 0.253 -2.137
H7 3.734 -0.547 0.290
H8 2.032 -0.203 0.532
H9 3.043 1.463 1.602
H10 5.446 1.502 -1.284
H11 4.174 2.540 -1.475
H12 4.927 2.035 2.347
H13 6.434 3.650 0.679
H14 7.185 2.240 1.064
C5 -0.499 -0.671 1.431
O2 0.248 -0.217 2.290
N6 -1.386 -1.647 1.616
C6 -2.231 -2.144 0.546
C7 -1.513 -2.231 2.944
H15 -0.487 -0.292 0.395
H16 -3.281 -2.003 0.812
H17 -2.041 -3.205 0.378
H18 -2.020 -1.600 -0.373
H19 -1.794 -1.466 3.666
H20 -0.564 -2.666 3.259
H21 -2.277 -3.002 2.922
C8 -6.384 -0.228 1.048
O3 -5.408 -0.687 1.612
N7 -6.361 0.353 -0.164
C9 -7.557 0.888 -0.786
C10 -5.094 0.444 -0.865
H22 -7.389 -0.251 1.498
H23 -7.754 0.384 -1.734
H24 -7.446 1.958 -0.973
H25 -8.410 0.737 -0.129
H26 -4.682 -0.552 -1.035
H27 -4.373 1.012 -0.274
H28 -5.247 0.938 -1.820

Atom charges from the Löwdin analysis, given in e for atoms 1 to 2: number 1, N, carries 0.025; number 2, C, carries -0.226

***

> Among the records above, which one has the highest max |F|?

C10H28As3F18N3O3

***

> Among the records above, which one has the lowest calculated total energy?

C10H28As3F18N3O3